Entry 1:
{"formula": "C16H21Cl2F9N2O6P2S", "method": "ωB97M-V with the def2-TZVPD basis set", "homo_ha": -0.2518, "homo_lumo_gap_ev": 3.4, "species": ["C", "C", "C", "C", "N", "C", "C", "C", "C", "C", "F", "F", "F", "C", "C", "C", "O", "C", "F", "F", "F", "C", "Cl", "C", "P", "O", "N", "P", "O", "Cl", "H", "H", "H", "H", "H", "H", "H", "H", "H", "H", "H", "H", "H", "H", "H", "H", "H", "H", "H", "H", "H", "C", "F", "F", "F", "S", "O", "O", "O"], "coordinates": [[0.0771, 3.8107, -0.3762], [-0.4587, 3.9369, 1.0624], [-0.7864, 2.5892, 1.7510], [-2.2596, 2.4386, 2.1572], [-2.8382, 1.0894, 1.8885], [-2.5571, 0.5622, 0.6094], [-1.6705, -0.5058, 0.5226], [-1.2943, -1.2048, 1.8043], [-0.2099, -0.5531, 2.6741], [0.3787, -1.5701, 3.6175], [1.0240, -2.5632, 2.9871], [1.2418, -0.9904, 4.4718], [-0.6058, -2.1457, 4.3576], [-1.2872, -0.9633, -0.7382], [-0.2902, -2.0572, -0.9403], [1.0448, -1.5295, -1.5385], [1.3967, -2.3296, -2.6356], [2.1688, -1.6021, -0.4995], [2.1841, -2.7799, 0.1315], [3.3423, -1.3683, -1.0695], [1.9470, -0.6385, 0.4443], [-1.8804, -0.3572, -1.8721], [-1.5109, -0.9968, -3.4122], [-2.8024, 0.6584, -1.7712], [-3.4524, 1.2901, -3.4167], [-2.3853, 1.5522, -4.3931], [-3.1498, 1.0881, -0.5035], [-4.4769, 2.2528, -0.1163], [-5.4431, 1.5844, -1.2353], [-3.7410, 3.9327, -1.0217], [-0.5944, 4.2511, -1.1115], [1.0527, 4.2782, -0.4822], [0.2099, 2.7656, -0.6658], [-1.3354, 4.5871, 1.0737], [0.2866, 4.4591, 1.6599], [-0.1754, 2.5108, 2.6475], [-0.4802, 1.7913, 1.0773], [-2.8412, 3.2318, 1.6759], [-2.3688, 2.5951, 3.2291], [-3.8435, 1.1556, 2.0216], [-1.0172, -2.2350, 1.6043], [-2.1989, -1.2475, 2.4084], [-0.6642, 0.2001, 3.3168], [0.5816, -0.0793, 2.1036], [-0.6550, -2.7909, -1.6555], [-0.0842, -2.5762, -0.0130], [0.9628, -0.4755, -1.8154], [1.7791, -1.7959, -3.3365], [-4.3776, 0.2792, -3.7192], [-4.2188, 2.4105, -3.1536], [-6.2266, 2.1262, -1.4129], [6.1821, -2.9571, -1.1269], [5.1610, -3.2449, -0.2957], [5.6680, -2.9422, -2.3743], [6.5607, -1.6946, -0.8508], [7.5683, -4.1634, -0.9568], [6.9142, -5.4079, -1.2955], [7.9313, -3.9983, 0.4327], [8.5177, -3.6632, -1.9247]]}

***

Entry 2:
{"formula": "C21H26BrNO25S2", "method": "ωB97M-V with the def2-TZVPD basis set", "homo_ha": -0.0787, "homo_lumo_gap_ev": 4.9, "charge": -2, "species": ["O", "C", "Br", "C", "S", "O", "O", "N", "S", "O", "O", "C", "O", "O", "H", "H", "C", "C", "O", "C", "O", "O", "H", "H", "H", "H", "C", "C", "O", "C", "O", "O", "H", "H", "H", "H", "C", "C", "O", "C", "O", "O", "H", "H", "H", "H", "C", "C", "O", "C", "O", "O", "H", "H", "H", "H", "C", "C", "O", "C", "O", "O", "H", "H", "H", "H", "C", "C", "O", "C", "O", "O", "H", "H", "H", "H"], "coordinates": [[2.1142, -1.4537, 2.2534], [2.6588, -1.8038, 1.2543], [3.1246, -3.6911, 1.0425], [2.9828, -0.9610, 0.0712], [1.6205, -1.0127, -1.1327], [1.7015, -2.2915, -1.8002], [0.4469, -0.8084, -0.3023], [1.8992, 0.2580, -1.9906], [2.6803, 0.1627, -3.4102], [1.7874, -0.1854, -4.5096], [3.2700, 1.4958, -3.6053], [4.1503, -1.0601, -3.3200], [4.9530, -0.7444, -2.4489], [4.0705, -1.9526, -4.1380], [3.0173, 0.0680, 0.4281], [3.9325, -1.2015, -0.4039], [-1.5067, -4.2778, 2.0799], [-1.7820, -5.6284, 2.7188], [-0.8727, -6.4930, 2.0369], [0.1235, -5.7283, 1.5049], [1.0799, -6.1721, 0.9577], [-0.1469, -4.4196, 1.6588], [-1.6527, -3.4689, 2.7930], [-2.0949, -4.0868, 1.1869], [-1.5386, -5.6262, 3.7842], [-2.8015, -5.9832, 2.5811], [-1.4589, -5.0579, -3.0539], [-1.0180, -4.8004, -1.6272], [-2.2933, -4.7094, -0.9502], [-3.2182, -5.3712, -1.6623], [-4.3219, -5.6215, -1.2807], [-2.7280, -5.7201, -2.8707], [-0.7781, -5.6950, -3.6094], [-1.6271, -4.1357, -3.6099], [-0.4532, -5.6280, -1.1978], [-0.4511, -3.8809, -1.5002], [1.2285, 4.3903, -4.8543], [0.4958, 3.0699, -4.9307], [-0.5635, 3.2633, -3.9659], [-0.7828, 4.5666, -3.8254], [-1.6982, 5.0674, -3.2377], [0.1768, 5.2980, -4.4472], [1.6526, 4.7112, -5.8017], [2.0079, 4.3793, -4.0926], [0.0383, 2.8949, -5.9060], [1.1364, 2.2325, -4.6691], [0.6950, 1.8613, 5.3582], [0.9253, 0.5887, 6.1565], [1.9449, -0.0588, 5.4071], [2.6158, 0.8757, 4.6866], [3.6157, 0.6872, 4.0864], [1.9700, 2.0743, 4.7560], [0.4209, 2.7165, 5.9719], [-0.0477, 1.7268, 4.5702], [1.3002, 0.7938, 7.1633], [0.0473, -0.0492, 6.2215], [-5.0284, -2.6844, 6.2146], [-5.3626, -1.9769, 4.9122], [-4.0692, -1.6186, 4.4266], [-3.1539, -2.4559, 4.9691], [-2.0210, -2.5311, 4.6307], [-3.7256, -3.2058, 5.9486], [-5.7130, -3.4915, 6.4605], [-4.9654, -1.9945, 7.0584], [-5.8390, -2.6395, 4.1878], [-5.9743, -1.0885, 5.0421], [0.5660, 8.4840, -4.2127], [1.1839, 9.3461, -3.1277], [2.5384, 9.4754, -3.5748], [2.5652, 9.2821, -4.9154], [3.5078, 9.5003, -5.6073], [1.3741, 8.8266, -5.3530], [-0.4774, 8.7158, -4.4058], [0.6553, 7.4202, -4.0076], [0.7410, 10.3436, -3.0779], [1.1497, 8.8892, -2.1430]]}

***

Entry 3:
{"formula": "C28H30FeNSi", "method": "ωB97M-V with the def2-TZVPD basis set", "homo_ha": [-0.1302, -0.1249], "homo_lumo_gap_ev": [6.5, 6.3], "charge": -1, "relative_energy_kcal_mol": 8.14, "species": ["Fe", "C", "N", "C", "C", "C", "C", "C", "C", "C", "C", "H", "H", "H", "H", "H", "H", "H", "H", "H", "H", "H", "H", "C", "C", "C", "C", "C", "C", "Si", "C", "C", "C", "C", "C", "C", "H", "H", "H", "H", "H", "H", "H", "H", "H", "H", "H", "C", "C", "C", "C", "C", "C", "C", "H", "H", "H", "H", "H", "H", "H"], "coordinates": [[-0.3815, -0.1346, -0.8094], [-0.9894, -2.7577, -1.9878], [-1.7101, -1.5829, -1.4944], [-2.7355, -2.0053, -0.5378], [-2.3194, -0.8351, -2.6147], [-2.7991, 0.4814, -2.0681], [-4.0955, 0.9302, -2.2592], [-4.4860, 2.1277, -1.6675], [-3.5798, 2.8012, -0.8639], [-2.3176, 2.2732, -0.6030], [-1.8853, 1.0644, -1.1710], [-1.6624, -3.4513, -2.5118], [-0.5357, -3.2801, -1.1450], [-0.2012, -2.4336, -2.6669], [-3.4641, -2.6731, -1.0208], [-3.2474, -1.1319, -0.1434], [-2.2599, -2.5316, 0.2890], [-3.1090, -1.4372, -3.0895], [-1.5165, -0.6717, -3.3402], [-4.7894, 0.3591, -2.8689], [-5.4860, 2.5202, -1.8106], [-3.8755, 3.7330, -0.3921], [-1.6806, 2.8027, 0.0987], [1.7973, -3.2029, 3.8782], [0.4425, -3.0680, 4.1470], [-0.3154, -2.1344, 3.4507], [0.2442, -1.3181, 2.4639], [1.6086, -1.4835, 2.2057], [2.3795, -2.4022, 2.9040], [-0.8010, -0.0585, 1.4604], [-0.4094, 1.6213, 2.2773], [-1.2956, 2.2663, 3.1414], [-1.0085, 3.5129, 3.6835], [0.1880, 4.1457, 3.3779], [1.0889, 3.5227, 2.5241], [0.7854, 2.2828, 1.9800], [2.3944, -3.9267, 4.4202], [-0.0245, -3.6882, 4.9042], [-1.3712, -2.0341, 3.6805], [2.0786, -0.8853, 1.4301], [3.4359, -2.4991, 2.6806], [-2.1744, -0.3494, 2.0207], [-2.2361, 1.7854, 3.3880], [-1.7219, 3.9920, 4.3448], [0.4151, 5.1189, 3.7969], [2.0252, 4.0081, 2.2734], [1.4925, 1.8214, 1.2962], [1.4601, -0.0999, -1.5779], [2.7397, -0.0896, -2.2318], [3.3002, 1.0949, -2.7538], [4.5099, 1.0928, -3.4219], [5.2255, -0.0861, -3.6070], [4.6954, -1.2661, -3.0966], [3.4876, -1.2703, -2.4238], [1.1887, 0.9026, -1.1550], [1.3307, -1.0412, -0.9719], [2.7594, 2.0267, -2.6291], [4.9023, 2.0283, -3.8053], [6.1733, -0.0835, -4.1301], [5.2347, -2.1990, -3.2201], [3.1011, -2.2038, -2.0274]]}

***

Entry 4:
{"formula": "C3H5NO2", "method": "ωB97M-V with the def2-TZVPD basis set", "homo_ha": -0.3051, "smiles": "C=C(N)OC=O", "homo_lumo_gap_ev": 9.2, "relative_energy_kcal_mol": 60.08, "species": ["C", "C", "N", "O", "C", "O", "H", "H", "H", "H", "H"], "coordinates": [[0.4166, 1.0930, -0.4820], [0.4113, -0.0876, 0.2157], [1.3636, -0.1465, 1.1599], [-0.3535, -1.2030, 0.0467], [-1.5337, -1.0085, -0.6395], [-2.2753, -1.9137, -0.8596], [0.2591, 1.9845, 0.1155], [0.2742, 1.1581, -1.5442], [1.8149, 0.7530, 0.8982], [1.2857, -0.6716, 2.0289], [-1.6630, 0.0423, -0.9395]]}

***

Entry 5:
{"formula": "C27H57BBr14O2", "method": "ωB97M-V with the def2-TZVPD basis set", "homo_ha": -0.3292, "smiles": "CCOCBCCCCCCCCCOC.BrCCBr.BrCCBr.BrCCBr.BrCCBr.BrCCBr.BrCCBr.BrCCBr", "homo_lumo_gap_ev": 9.2, "relative_energy_kcal_mol": 0.00, "species": ["C", "C", "O", "C", "B", "C", "C", "C", "C", "C", "C", "C", "C", "C", "O", "C", "H", "H", "H", "H", "H", "H", "H", "H", "H", "H", "H", "H", "H", "H", "H", "H", "H", "H", "H", "H", "H", "H", "H", "H", "H", "H", "H", "H", "H", "Br", "C", "C", "Br", "H", "H", "H", "H", "Br", "C", "C", "Br", "H", "H", "H", "H", "Br", "C", "C", "Br", "H", "H", "H", "H", "Br", "C", "C", "Br", "H", "H", "H", "H", "Br", "C", "C", "Br", "H", "H", "H", "H", "Br", "C", "C", "Br", "H", "H", "H", "H", "Br", "C", "C", "Br", "H", "H", "H", "H"], "coordinates": [[5.0438, -1.8870, -0.1259], [5.2033, -0.8092, -1.1850], [5.2879, 0.4700, -0.5972], [4.1380, 1.2909, -0.8515], [4.1897, 2.0843, -2.2084], [2.9637, 2.8262, -2.8446], [1.5874, 2.3595, -2.3418], [1.0593, 3.1219, -1.1030], [0.9457, 2.2493, 0.1724], [-0.3231, 2.5387, 1.0159], [-1.2794, 1.3579, 1.1600], [-2.3060, 1.1572, 0.0392], [-1.7805, 1.3219, -1.3896], [-2.7358, 0.6488, -2.4053], [-2.1306, -0.4529, -3.0679], [-2.3837, -1.7115, -2.4755], [5.4826, -1.5306, 0.8012], [5.5319, -2.8141, -0.4096], [3.9881, -2.0776, 0.0418], [6.1123, -0.9989, -1.7560], [4.3756, -0.8818, -1.8906], [3.2410, 0.6669, -0.7997], [4.0676, 1.9932, -0.0177], [5.2429, 2.1425, -2.7725], [3.0829, 3.9011, -2.7181], [3.0128, 2.6260, -3.9160], [1.6153, 1.2941, -2.1388], [0.8508, 2.4868, -3.1317], [0.1050, 3.5557, -1.3608], [1.7331, 3.9427, -0.8714], [1.8082, 2.4811, 0.7900], [0.9906, 1.1927, -0.0630], [0.0193, 2.7749, 2.0208], [-0.8216, 3.4367, 0.6652], [-0.7414, 0.4250, 1.3164], [-1.8525, 1.5269, 2.0703], [-2.6875, 0.1446, 0.1303], [-3.1367, 1.8461, 0.1816], [-1.7669, 2.3732, -1.6502], [-0.8112, 0.8613, -1.5400], [-3.0741, 1.3555, -3.1598], [-3.6289, 0.3142, -1.8812], [-1.4586, -2.2842, -2.4761], [-2.7270, -1.6384, -1.4466], [-3.1294, -2.2798, -3.0371], [-4.4678, -4.3207, -0.2885], [-5.6758, -3.8035, 1.1486], [-5.6574, -2.3185, 1.3931], [-4.0368, -1.7679, 2.3194], [-5.3732, -4.3752, 2.0195], [-6.6665, -4.1211, 0.8292], [-6.4765, -2.0296, 2.0474], [-5.7147, -1.7298, 0.4808], [1.1632, -2.2316, 0.8921], [2.2449, -3.5902, 1.7707], [1.3960, -4.5661, 2.5384], [0.7416, -3.7930, 4.1986], [2.9542, -3.0653, 2.4023], [2.7792, -4.0984, 0.9710], [1.9870, -5.4298, 2.8357], [0.5240, -4.8950, 1.9831], [4.0206, -4.6768, 6.0883], [2.8248, -3.8716, 7.3917], [3.0419, -2.3876, 7.5040], [4.6562, -1.9673, 8.5066], [2.9862, -4.3936, 8.3289], [1.8209, -4.0790, 7.0269], [2.2291, -1.9246, 8.0590], [3.1410, -1.9048, 6.5374], [5.3929, 2.2112, -6.1740], [4.5493, 2.5356, -7.8955], [3.1085, 2.9402, -7.7332], [1.9772, 1.4230, -7.2799], [4.6691, 1.6296, -8.4798], [5.1195, 3.3407, -8.3539], [2.7134, 3.3284, -8.6693], [2.9701, 3.6757, -6.9476], [-6.9438, 1.9135, -4.2633], [-7.6002, 2.3851, -2.4940], [-6.5094, 2.3203, -1.4600], [-6.0877, 0.4917, -0.9341], [-8.4285, 1.7197, -2.2734], [-7.9674, 3.4044, -2.5888], [-6.8279, 2.8071, -0.5410], [-5.5814, 2.7677, -1.8035], [4.4677, 2.1122, 6.2733], [5.2083, 3.0021, 7.8352], [4.8957, 2.2453, 9.0986], [3.0436, 2.4877, 9.6454], [4.8116, 4.0117, 7.8401], [6.2828, 3.0345, 7.6693], [5.4933, 2.6220, 9.9257], [5.0512, 1.1762, 8.9933], [-6.9685, -3.0587, -5.7812], [-6.1805, -2.2277, -4.2058], [-6.3175, -3.0952, -2.9876], [-8.1292, -3.0602, -2.2695], [-6.6602, -1.2642, -4.0878], [-5.1297, -2.0817, -4.4498], [-5.6897, -2.7223, -2.1860], [-6.0786, -4.1359, -3.1784]]}

***

Entry 6:
{"formula": "C5H10O2", "method": "ωB97M-V with the def2-TZVPD basis set", "homo_ha": -0.3512, "smiles": "CCO[C@@H](C)C=O", "homo_lumo_gap_ev": 10.6, "relative_energy_kcal_mol": 42.75, "species": ["C", "C", "O", "C", "C", "C", "O", "H", "H", "H", "H", "H", "H", "H", "H", "H", "H"], "coordinates": [[2.4951, -0.5514, 0.0080], [1.0580, -0.9888, 0.2238], [0.2031, -0.1323, -0.5174], [-1.0729, 0.1075, 0.0583], [-1.1772, 1.5836, 0.4383], [-2.0893, -0.2747, -1.0028], [-2.9864, -1.0648, -0.8496], [2.6387, 0.4721, 0.3701], [3.1772, -1.2126, 0.5534], [2.7563, -0.5800, -1.0538], [0.9121, -2.0303, -0.0989], [0.8100, -0.9390, 1.2945], [-1.2442, -0.5328, 0.9313], [-1.8065, 1.7432, 1.3162], [-0.1664, 1.9350, 0.6585], [-1.5629, 2.1987, -0.3813], [-1.9329, 0.2370, -1.9748]]}

***

Entry 7:
{"formula": "H14O7", "method": "ωB97M-V with the def2-TZVPD basis set", "homo_ha": -0.3941, "smiles": "O.O.O.O.O.O.O", "homo_lumo_gap_ev": 10.7, "relative_energy_kcal_mol": 36.51, "species": ["O", "H", "H", "O", "H", "H", "O", "H", "H", "O", "H", "H", "O", "H", "H", "O", "H", "H", "O", "H", "H"], "coordinates": [[2.4577, 0.7213, -0.2332], [2.7067, 1.3923, 0.3928], [3.2947, 0.2963, -0.4582], [-0.3153, 0.4063, 0.0168], [0.6107, 0.5933, 0.0198], [-0.3433, -0.4637, 0.4228], [2.3087, 1.1833, -3.0722], [2.0967, 1.1713, -2.1352], [1.6907, 0.6183, -3.5282], [-2.4743, -0.6237, 2.7668], [-3.1163, -0.8037, 2.0798], [-2.0053, 0.1593, 2.4608], [-0.6563, -2.2277, 0.7128], [-0.4133, -2.7847, 0.0128], [-1.3443, -2.7957, 1.0578], [-1.1033, 1.6633, 2.4208], [-0.9963, 1.3353, 1.4688], [-0.2683, 2.1373, 2.5468], [-0.9413, -0.9527, -2.2952], [-0.7463, -0.3387, -1.6172], [-0.4413, -0.6867, -3.0402]]}

***

Entry 8:
{"formula": "C4H10N", "method": "ωB97M-V with the def2-TZVPD basis set", "homo_ha": -0.5725, "smiles": "C=C[NH+](C)C", "homo_lumo_gap_ev": 12.3, "charge": 1, "relative_energy_kcal_mol": 48.67, "species": ["C", "C", "N", "C", "C", "H", "H", "H", "H", "H", "H", "H", "H", "H", "H"], "coordinates": [[1.1791, 0.4670, -1.7299], [0.9323, -0.4495, -0.8190], [-0.2039, -0.4557, 0.1878], [0.2343, -0.2667, 1.5750], [-1.2504, 0.5870, -0.2605], [2.0384, 0.5987, -2.3163], [0.3242, 1.2035, -2.0436], [1.8060, -1.0915, -0.4707], [-0.6870, -1.4152, 0.0813], [1.1237, 0.4211, 1.5911], [-0.6616, -0.1046, 2.1885], [0.7499, -1.1611, 1.9779], [-0.9343, 1.6147, 0.0169], [-1.4102, 0.5310, -1.3108], [-2.0458, 0.3755, 0.4095]]}

***

| no. | total energy (eV) |
| --- | --- |
| 1 | -111112.4372 |
| 2 | -166591.1864 |
| 3 | -73276.1405 |
| 4 | -8775.0892 |
| 5 | -1014288.8010 |
| 6 | -9441.1890 |
| 7 | -14559.8782 |
| 8 | -5791.7474 |